Record 1
C10H19AlBr3FO9 | wB97M-V/def2-TZVPD

Spin multiplicity = 1
Kohn-Sham gap = 2.31 eV
Net charge = +2
HOMO energy = -15.9 eV

Structure (XYZ):
```
43
Properties=species:S:1:pos:R:3:forces:R:3
Al 22.7047 -6.6853 -19.8441 0.8652 0.8487 -0.3218
F 24.8995 -4.7347 -19.7134 -0.4472 -0.7716 0.0922
C 28.5707 -4.7747 -19.6543 0.6447 0.5518 -0.9705
Br 29.0500 -4.4360 -17.7816 -0.1885 -0.5265 -0.9705
Br 29.5303 -6.3896 -20.3075 -0.3086 1.4890 0.7271
Br 28.9390 -3.1052 -20.8299 -0.4325 -2.0823 1.3812
H 27.5206 -5.0613 -19.7115 0.0123 0.5027 0.0445
C 24.6692 -7.4715 -25.7990 0.6104 0.5594 -0.4270
O 24.1274 -7.5990 -24.5265 -1.3266 -0.6043 2.3598
C 24.6849 -7.1461 -23.4333 -0.2359 -0.1840 -1.2036
O 24.0669 -7.1168 -22.4071 -1.0304 0.1597 2.4785
O 25.9188 -6.7235 -23.5363 1.3564 0.4541 -1.0681
C 26.5957 -6.1826 -22.3910 -0.5448 -0.3220 -0.0619
H 24.7199 -6.3898 -25.9236 0.6184 -0.1396 -0.8956
H 23.9280 -7.9034 -26.4715 0.3739 -0.0215 -0.0251
H 25.6202 -8.0031 -25.7649 0.0746 0.3027 -0.8350
H 26.6973 -7.0090 -21.6875 -0.0330 0.3340 0.3636
H 26.0185 -5.3362 -22.0188 -0.0654 -0.1531 0.4063
H 27.5798 -5.8137 -22.6800 -0.1417 -0.2504 -0.4808
C 27.6372 -2.4827 -12.4650 1.1099 1.0619 0.8332
O 26.6423 -2.7508 -13.4419 0.0980 -1.4477 -1.1114
C 26.9344 -3.6442 -14.4228 0.3586 1.9942 1.9513
O 27.9142 -4.3098 -14.5694 1.3024 -0.7508 0.0918
O 26.0084 -3.5613 -15.3162 -2.7453 0.2522 -1.6647
C 25.8781 -4.4336 -16.4331 0.4802 -0.5162 0.9365
H 28.4282 -3.2298 -12.3990 -0.3667 -0.0863 -0.0330
H 27.2259 -2.2074 -11.4939 -0.7751 -1.0119 -0.0104
H 28.0813 -1.5048 -12.6509 0.3429 -0.0391 -0.8988
H 26.2913 -5.4130 -16.1921 0.4263 0.1787 -0.2601
H 26.2951 -3.9226 -17.3009 0.2413 -0.1257 -0.1705
H 24.8260 -4.6158 -16.6524 -0.4007 0.5129 0.0778
C 23.2425 -2.4569 -17.5052 0.7326 -0.3261 0.2236
O 22.1848 -2.6839 -16.5540 -0.0452 1.1973 -0.7480
C 21.4721 -3.7591 -16.7025 -0.0296 -2.0733 0.3882
O 21.8232 -4.7409 -17.3764 -0.6895 0.6129 0.1628
O 20.4240 -3.7173 -15.8884 2.3281 1.7486 0.1314
C 19.5134 -4.7407 -15.8810 -1.7553 -1.6835 -0.4936
H 23.3870 -3.3109 -18.1668 -0.0547 -0.0226 0.2313
H 24.1148 -2.3173 -16.8667 0.1088 0.1797 -0.3238
H 23.0980 -1.5813 -18.1381 -0.4830 0.1287 0.4581
H 19.9522 -5.7324 -15.9912 0.1874 0.1354 -0.4316
H 18.8333 -4.4753 -16.6904 -0.3984 -0.7507 0.0128
H 18.9549 -4.8060 -14.9473 0.2258 0.6842 0.0539
```
Forces are in eV/Å.


Record 2
H8Na7O8S | wB97M-V/def2-TZVPD

Spin multiplicity = 1
Kohn-Sham gap = 5.04 eV
Net charge = +5
HOMO energy = -24.2 eV

Structure (XYZ):
```
24
Properties=species:S:1:pos:R:3:forces:R:3
Na 0.2327 1.1935 -5.8315 0.8813 1.3146 0.6808
Na -0.2200 -0.2049 -9.2646 1.4638 0.7625 -0.9544
Na -2.3200 0.2706 -11.8939 0.3445 0.5543 -1.4461
Na -4.7647 0.1816 -9.5790 -1.4668 0.5387 -0.2799
Na -3.5167 4.8212 -7.9081 0.0509 1.0513 -0.4028
Na -3.5971 1.0845 -6.2476 -0.5627 0.7416 0.4499
Na -1.7308 -1.4900 -7.1384 -0.0531 -1.1453 0.6664
S -2.0070 2.0950 -8.7745 -0.4559 0.5224 -1.9614
O -1.6033 3.4302 -8.4418 -0.0810 -0.1896 0.7452
O -3.4959 2.0012 -8.7714 -0.1906 -1.0001 0.7927
O -1.5076 1.6682 -10.1096 -0.2232 -1.3051 0.7601
O -1.5550 1.0380 -7.7672 0.4552 -1.5083 1.0774
O -0.6400 3.5610 -5.6427 -0.3638 -1.2388 -0.5244
H -1.5067 3.7366 -5.2567 0.3042 0.4814 0.4159
H -0.7093 3.8081 -6.5784 0.2499 0.3694 0.2439
O -1.4371 4.2488 -11.6499 -0.0049 0.1871 0.3352
H -2.0965 4.2986 -12.3538 0.1149 0.0568 -0.0544
H -1.5096 3.4119 -11.1942 -0.1607 -0.1310 -0.3691
O -5.7288 3.3177 -9.7157 0.2567 -0.3157 0.2533
H -5.8908 3.7582 -8.8718 -0.6189 0.0315 -0.2092
H -4.7995 3.0760 -9.7095 -0.0074 0.2997 -0.1489
O 1.1562 3.4644 -9.6249 -0.6169 -0.9176 0.4839
H 0.3171 3.9001 -9.4229 0.4505 0.3362 -0.4273
H 1.1031 3.2097 -10.5545 0.2337 0.5038 -0.1267
```
Forces are in eV/Å.


Record 3
C36H36CsN8O3Se | wB97M-V/def2-TZVPD

Spin multiplicity = 1
Kohn-Sham gap = 5.53 eV
Net charge = -1
HOMO energy = -4.0 eV

Structure (XYZ):
```
85
Properties=species:S:1:pos:R:3:forces:R:3
Cs 1.1515 -0.9401 0.0085 -0.0927 0.2764 -0.7446
N -3.1601 -2.6819 2.0240 -0.0704 -0.0960 -0.0287
C -1.7309 -2.7774 2.3484 -0.0278 0.1891 -0.0561
C -0.8452 -2.9203 1.0897 -0.1334 0.0256 0.0208
O -1.3608 -2.4376 0.0160 -0.0092 -0.1391 0.3029
N 0.3597 -3.4083 1.1290 0.1167 0.0180 0.1148
C 1.0724 -3.6118 2.3855 -0.1904 -0.0018 -0.0305
C 2.3614 -2.7459 2.3585 -0.0820 0.1643 0.2525
O 3.4402 -3.3329 2.2054 0.1784 0.0750 -0.0118
O 2.1860 -1.4801 2.4514 0.0356 -0.4399 0.2052
H -3.4880 -3.6211 1.8186 -0.0135 -0.0119 0.0375
H -3.1711 -2.2299 1.1084 0.0322 -0.0203 -0.0187
H -1.5649 -3.5875 3.0581 -0.0243 -0.0313 -0.0411
H -1.4343 -1.8533 2.8611 0.0469 -0.0303 0.0187
H 1.3845 -4.6541 2.4871 -0.0194 -0.0032 -0.0507
H 0.5040 -3.3286 3.2815 -0.0102 -0.0067 -0.0041
C 2.7463 2.0250 -1.3915 -0.0167 -0.0942 -0.0091
C 2.6256 2.3751 -2.8492 0.0101 -0.0171 -0.0104
C 3.6270 3.1027 -3.4846 0.0000 0.0086 0.0038
C 3.5635 3.3829 -4.8398 -0.0098 -0.0019 -0.0068
C 2.4938 2.9089 -5.5855 0.0073 0.0123 -0.0094
C 1.4746 2.1806 -4.9888 0.0242 -0.0103 0.0090
C 0.3191 1.6477 -5.7867 0.0037 -0.0014 -0.0076
C 1.5314 1.9490 -3.6097 -0.0747 -0.0409 0.0509
N 0.4959 1.1852 -3.0284 0.1730 -0.0409 -0.0760
C -0.4220 1.6951 -2.3183 -0.2343 0.0650 0.0406
C -1.4795 0.8273 -1.7095 0.0530 -0.0375 -0.0202
C -0.5514 3.1744 -1.9915 0.1729 -0.0767 -0.0118
C -0.3122 4.2109 -3.0569 -0.0638 0.0321 -0.0098
N -0.8868 3.4206 -0.7961 0.0566 0.0234 0.0575
C -1.0267 4.7358 -0.3087 -0.1060 -0.0611 -0.0598
C -2.3143 5.2741 -0.2308 0.0044 0.0223 0.0098
C -3.4851 4.4762 -0.7307 0.0048 -0.0098 0.0011
C -2.4719 6.5386 0.3212 -0.0090 0.0152 0.0077
C -1.3815 7.2475 0.8019 0.0088 -0.0187 -0.0022
C -0.1161 6.6848 0.7352 -0.0038 0.0236 -0.0116
C 0.0831 5.4254 0.1826 0.0340 0.0075 0.0163
C 1.4432 4.7898 0.1382 -0.0055 0.0154 0.0076
H 3.5155 2.6336 -0.9157 -0.0062 -0.0003 -0.0008
H 3.0286 0.9733 -1.2680 0.0315 0.1410 -0.0865
H 1.8113 2.1707 -0.8500 0.0494 -0.0287 0.0329
H 4.4714 3.4479 -2.8991 0.0023 -0.0003 -0.0008
H 4.3514 3.9521 -5.3161 -0.0001 0.0009 -0.0008
H 2.4460 3.1029 -6.6510 0.0033 0.0031 -0.0004
H 0.4622 1.8400 -6.8497 0.0000 -0.0022 0.0001
H -0.6272 2.1010 -5.4826 -0.0080 0.0060 -0.0037
H 0.2093 0.5729 -5.6311 -0.0029 0.0007 0.0053
H -1.3197 -0.2240 -1.9391 0.0216 0.0052 -0.0423
H -2.4600 1.1377 -2.0824 -0.0120 0.0096 0.0320
H -1.4780 0.9703 -0.6273 0.0728 0.0277 -0.0545
H -0.7462 3.8874 -4.0041 0.0143 0.0004 -0.0040
H 0.7543 4.3623 -3.2305 -0.0229 0.0261 0.0317
H -0.7595 5.1578 -2.7557 -0.0033 0.0068 -0.0120
H -3.4420 4.3351 -1.8141 -0.0014 -0.0012 0.0015
H -4.4243 4.9736 -0.4908 -0.0004 -0.0002 -0.0001
H -3.4866 3.4802 -0.2818 -0.0068 0.0001 -0.0025
H -3.4671 6.9637 0.3839 0.0007 0.0020 0.0006
H -1.5189 8.2283 1.2386 0.0007 0.0016 0.0012
H 0.7390 7.2253 1.1247 -0.0004 0.0021 -0.0009
H 2.1816 5.4275 0.6238 0.0041 0.0032 0.0046
H 1.7743 4.6097 -0.8885 -0.0152 0.0287 0.0199
H 1.4282 3.8223 0.6457 -0.0049 0.0355 -0.0028
Se -1.0051 1.6021 7.8282 -0.0735 0.3410 0.0607
N -2.1197 1.3474 6.4574 -0.0495 -0.3370 0.0171
C -1.3953 1.3339 5.3752 -0.0083 0.1301 -0.1585
C -1.9360 1.0933 4.0383 0.0859 0.0559 0.1600
C -3.2757 0.7646 3.8528 -0.0459 -0.0419 -0.0151
C -3.7230 0.5076 2.5801 0.0203 0.0517 -0.0126
C -2.8081 0.6070 1.5343 -0.0158 -0.0510 -0.0064
N -1.5344 0.9266 1.6884 0.0598 -0.0581 0.0890
C -1.0873 1.1588 2.9278 0.2593 0.0565 0.0000
C 0.3713 1.4370 3.1086 -0.2889 -0.1221 -0.0803
N 1.1424 1.4505 2.0179 0.0313 0.0953 0.0143
C 2.4462 1.5848 2.1786 0.0277 -0.0075 0.0606
C 3.0699 1.7572 3.4111 0.0068 -0.0086 -0.0462
C 2.2797 1.7849 4.5324 0.0225 -0.0238 0.0145
C 0.9051 1.6163 4.3872 -0.1122 0.0361 0.1546
C 0.0185 1.5933 5.5484 -0.0002 0.1133 -0.1352
N 0.4158 1.8129 6.7694 0.1694 -0.2942 0.0317
H -3.9242 0.6905 4.7155 -0.0062 0.0052 -0.0057
H -4.7433 0.2092 2.3861 0.0259 -0.0181 -0.0014
H -3.1256 0.3854 0.5203 0.0071 -0.0024 0.0114
H 3.0491 1.5365 1.2774 -0.0045 0.0203 -0.0038
H 4.1461 1.8348 3.4700 0.0023 0.0009 0.0028
H 2.6937 1.9011 5.5251 0.0048 0.0077 -0.0047
```
Forces are in eV/Å.